(1)
Below is a structure of composition C39H47ClMgN2O3PS, with properties calculated with ωB97M-V/def2-TZVPD.

## Properties
DFT total energy, hartree: -3249.3677
E_LUMO, eV: 2.0
Charge: -1
E_HOMO, hartree: -0.11378

CARTESIAN COORDINATES (ANGSTROEM)
Mg  -0.22  -0.61  -1.05
C  -0.36  0.28  4.33
C  0.91  -0.47  4.74
C  1.74  0.37  5.71
C  1.65  -0.92  3.49
C  1.27  -2.07  2.92
C  1.63  -2.60  1.61
C  2.26  -1.95  0.62
C  2.70  -2.70  -0.61
C  2.97  -0.64  0.83
C  2.65  0.02  2.87
H  -0.93  0.59  5.21
H  -0.99  -0.34  3.70
H  -0.11  1.18  3.76
H  0.61  -1.38  5.27
H  1.95  1.36  5.30
H  2.69  -0.11  5.96
H  1.18  0.52  6.64
H  0.53  -2.66  3.46
H  1.27  -3.60  1.39
H  3.70  -3.12  -0.46
H  2.75  -2.05  -1.48
H  2.02  -3.53  -0.84
H  3.50  -0.35  -0.08
H  2.96  0.79  3.56
N  0.11  -0.46  -3.78
C  -0.67  0.67  -4.11
C  -1.83  0.55  -4.89
C  -2.64  1.65  -5.10
C  -2.31  2.89  -4.56
C  -1.16  3.01  -3.81
C  -0.34  1.91  -3.57
S  -3.40  4.29  -4.82
O  -3.35  4.53  -6.25
O  -4.69  3.80  -4.35
O  -2.82  5.34  -4.00
H  -0.01  -1.25  -4.41
H  1.10  -0.24  -3.72
H  -2.08  -0.41  -5.33
H  -3.54  1.56  -5.69
H  -0.91  3.98  -3.39
H  0.54  2.01  -2.94
C  2.27  4.57  0.16
P  1.43  2.94  0.28
C  0.39  3.29  1.77
C  -1.01  3.26  1.72
C  -1.71  3.54  2.90
C  -1.06  3.86  4.08
C  0.33  3.91  4.12
C  1.04  3.61  2.97
C  2.69  1.88  1.07
C  3.98  2.24  1.17
C  5.10  1.43  1.67
C  5.05  0.17  2.08
C  3.83  -0.68  2.13
C  2.16  0.53  1.48
H  3.02  4.55  -0.64
H  2.75  4.89  1.09
H  1.51  5.30  -0.11
H  -1.16  3.34  -0.40
H  -2.79  3.51  2.90
H  -1.63  4.08  4.97
H  0.85  4.16  5.04
H  2.12  3.61  2.99
H  4.26  3.23  0.83
H  6.06  1.94  1.69
H  5.98  -0.29  2.43
H  4.06  -1.69  2.47
H  1.08  0.47  1.34
Cl  -5.27  -2.24  -3.46
C  -3.97  -2.81  -2.47
C  -4.15  -3.88  -1.62
C  -3.07  -4.29  -0.85
C  -1.87  -3.61  -0.97
N  -1.70  -2.57  -1.79
C  -2.74  -2.17  -2.53
H  -5.11  -4.37  -1.55
H  -3.16  -5.12  -0.16
H  -1.01  -3.88  -0.38
H  -2.60  -1.30  -3.16
C  -3.54  3.04  -1.24
C  -3.21  3.29  0.24
C  -4.13  2.41  1.11
C  -3.45  4.79  0.49
C  -1.73  2.91  0.43
H  -4.60  3.18  -1.43
H  -3.28  2.01  -1.52
H  -3.00  3.72  -1.90
H  -4.86  3.00  1.66
H  -3.57  1.81  1.84
H  -4.68  1.70  0.49
H  -4.46  5.05  0.20
H  -2.77  5.39  -0.12
H  -3.31  5.07  1.54
H  -1.64  1.83  0.29



(2)
Below is an isolated molecule of C25H33N3O3S, with properties calculated with ωB97M-V/def2-TZVPD.

## Properties
DFT total energy, hartree: -1760.6129
SMILES string: CCN(CC)S(=O)(=O)c1cc(NC(=O)[C@@H](C)N2CC=C(c3ccccc3)CC2)ccc1C
E_LUMO, eV: 0.6
ΔE to the lowest compared entry with this formula, charge and spin, kcal per mole: 24.86
Charge: 0
E_HOMO, hartree: -0.30006

CARTESIAN COORDINATES (ANGSTROEM)
C  -6.37  -0.07  0.17
H  -6.65  -0.92  0.79
H  -6.00  0.72  0.82
H  -7.26  0.29  -0.34
C  -5.32  -0.45  -0.86
N  -4.09  -0.93  -0.24
S  -2.68  -0.53  -1.08
O  -2.21  -1.66  -1.83
O  -2.93  0.68  -1.82
C  -1.48  -0.15  0.19
C  -0.29  -0.86  0.16
C  0.72  -0.55  1.06
C  0.49  0.46  2.00
C  -0.70  1.15  2.02
C  -1.71  0.87  1.11
C  -3.00  1.63  1.12
H  -3.79  1.01  1.54
H  -3.28  1.88  0.10
H  -2.90  2.53  1.70
H  -0.85  1.94  2.74
H  1.27  0.72  2.71
N  1.97  -1.17  1.06
C  2.50  -2.01  0.11
O  1.84  -2.58  -0.73
C  4.03  -2.13  0.21
N  4.74  -0.96  -0.29
C  4.42  -0.51  -1.63
H  4.37  -1.37  -2.29
C  3.12  0.31  -1.73
C  2.94  1.25  -0.57
C  3.75  1.17  0.49
C  4.87  0.17  0.60
H  4.97  -0.18  1.63
H  5.81  0.68  0.35
H  3.62  1.83  1.34
C  1.82  2.20  -0.62
C  0.66  1.90  -1.33
C  -0.42  2.76  -1.32
C  -0.36  3.95  -0.62
C  0.80  4.28  0.07
C  1.88  3.42  0.06
H  2.78  3.70  0.59
H  0.87  5.22  0.60
H  -1.21  4.63  -0.61
H  -1.32  2.49  -1.86
H  0.57  0.98  -1.88
H  3.13  0.88  -2.66
H  2.27  -0.37  -1.78
H  5.26  0.12  -1.95
C  4.49  -3.39  -0.52
H  4.01  -3.45  -1.50
H  4.21  -4.27  0.05
H  5.57  -3.36  -0.65
H  4.30  -2.23  1.27
H  2.62  -0.77  1.72
H  -0.16  -1.62  -0.59
C  -4.12  -2.32  0.16
C  -3.12  -2.62  1.28
H  -3.22  -1.88  2.07
H  -3.32  -3.60  1.69
H  -2.11  -2.60  0.90
H  -5.13  -2.55  0.51
H  -3.90  -2.96  -0.70
H  -5.04  0.42  -1.45
H  -5.72  -1.21  -1.54



(3)
Below is a structure of composition C3H4FeO3, with properties calculated with ωB97M-V/def2-TZVPD.

## Properties
DFT total energy, hartree: -1605.8969
E_LUMO (alpha / beta), eV: -0.1 / -3.8
ΔE to the lowest compared entry with this formula, charge and spin, kcal per mole: 63.84
Charge: 0
2S+1: 7
E_HOMO (alpha / beta), hartree: -0.35031 / -0.34452

CARTESIAN COORDINATES (ANGSTROEM)
C  -0.11  -1.16  0.29
O  -0.94  1.48  -0.31
C  -1.51  0.49  -0.84
C  1.24  -0.55  0.45
O  -0.88  -0.72  -0.84
O  -2.60  0.50  -1.44
H  -0.04  -2.25  0.14
H  1.89  -1.22  1.04
H  -0.73  -1.01  1.20
H  2.20  2.98  0.12
Fe  1.46  1.45  0.18



(4)
Below is a structure of composition C5H11N4, with properties calculated with ωB97M-V/def2-TZVPD.

## Properties
DFT total energy, hartree: -415.8223
E_LUMO, eV: -3.4
ΔE to the lowest compared entry with this formula, charge and spin, kcal per mole: 63.34
Charge: +1
E_HOMO, hartree: -0.47342

CARTESIAN COORDINATES (ANGSTROEM)
C  1.49  -1.57  -0.18
C  0.46  1.08  -0.30
C  2.24  -0.42  0.45
C  -2.10  -0.57  0.83
C  -1.76  -0.48  -0.65
N  0.35  -1.50  -0.69
N  1.64  0.89  0.19
N  -0.36  -0.47  -0.95
N  -0.11  2.22  -0.57
H  1.97  -2.53  -0.15
H  2.29  -0.59  1.54
H  3.27  -0.40  0.07
H  -1.64  0.26  1.38
H  -3.17  -0.52  0.97
H  -1.74  -1.51  1.25
H  -2.15  -1.36  -1.18
H  -2.22  0.41  -1.11
H  2.21  1.69  0.46
H  0.35  3.11  -0.38
H  -1.02  2.25  -1.00



(5)
Below is a structure of composition C4H6CoO3, with properties calculated with ωB97M-V/def2-TZVPD.

## Properties
DFT total energy, hartree: -1762.8122
E_LUMO (alpha / beta), eV: -15.5 / -16.1
ΔE to the lowest compared entry with this formula, charge and spin, kcal per mole: 115.53
Charge: +3
2S+1: 5
E_HOMO (alpha / beta), hartree: -0.87414 / -0.86297

CARTESIAN COORDINATES (ANGSTROEM)
C  2.29  0.08  0.23
C  1.40  -0.77  -0.31
O  3.11  -0.03  1.16
H  2.49  -0.15  -1.10
H  1.11  -1.70  0.20
H  4.03  0.22  0.93
O  -0.21  -0.49  -0.89
C  -1.33  -0.99  -0.58
O  -2.27  -0.20  -0.20
Co  -2.37  -1.96  1.30
C  -2.10  1.26  -0.19
H  -1.17  1.57  0.31
H  -2.03  1.56  -1.24
H  -2.96  1.60  0.39



(6)
Below is a cluster of 2 separate species, C5H10OS2 in total, with properties calculated with ωB97M-V/def2-TZVPD.

## Properties
DFT total energy, hartree: -1067.8787
E_LUMO, eV: -0.9
ΔE to the lowest compared entry with this formula, charge and spin, kcal per mole: 148.91
Charge: 0
E_HOMO, hartree: -0.31507

CARTESIAN COORDINATES (ANGSTROEM)
C  -0.93  0.79  -1.79
C  0.19  0.23  -0.90
C  0.65  1.04  0.20
C  -0.20  -0.27  0.53
C  0.50  -1.51  1.15
H  -0.39  1.49  -2.52
H  -1.34  -0.25  -2.40
H  -1.48  1.36  -0.96
H  2.47  -0.05  -2.03
H  1.64  0.75  0.35
H  -0.35  1.86  2.04
H  0.41  -1.27  2.26
H  1.59  -2.00  1.03
H  -0.23  -2.35  0.95
H  -2.04  -0.90  2.25
O  0.06  2.23  0.56
S  1.34  -0.97  -1.70
S  -1.90  -0.19  0.98